Entry 1:
The following is a DFT calculation (wB97M-V/def2-TZVPD) of a molecular structure, C32H14AsAuBF21GeO3S2.

Summary:
Kohn-Sham gap (alpha / beta) ... 0.2615 / 0.1848 Ha
Multiplicity ... 2
Net charge ... +1
Relative energy (zero: lowest compared OMol25 entry of this formula, charge and spin) ... 175.7 kJ/mol
Expectation value of S² ... 0.758

The geometry in XYZ format:
```
76
C32H14AsAuBF21GeO3S2 wB97M-V/def2-TZVPD
Au -0.8172 -0.5805 -2.0752
C -7.6016 -2.1070 2.2336
C -6.1746 -1.6530 2.2371
C -5.8612 -0.2953 2.1715
C -4.5519 0.1233 2.0423
C -3.5495 -0.8418 2.0296
C -3.8213 -2.2049 2.0954
C -5.1388 -2.5924 2.2214
S -1.8988 -0.2675 1.8973
C -1.4117 0.1445 3.5769
O -1.0248 -1.4482 1.5413
H -8.2792 -1.3135 2.5404
H -7.7462 -2.9749 2.8757
H -7.8738 -2.4060 1.2184
H -6.6560 0.4384 2.1751
H -4.3195 1.1755 1.9373
H -3.0250 -2.9338 2.0451
H -5.3757 -3.6464 2.2868
H -1.3757 -0.7888 4.1334
H -2.1690 0.8174 3.9743
H -0.4390 0.6272 3.5349
O -0.9878 1.8502 -0.2573
B -0.8579 1.3826 -1.5201
O -0.7984 2.2816 -2.5279
C -0.9246 3.4946 -1.8328
C -0.9248 4.7651 -2.3483
C -1.0474 5.7935 -1.4142
C -1.1676 5.5370 -0.0511
C -1.1671 4.2367 0.4541
C -1.0375 3.2368 -0.4762
H -0.8357 4.9503 -3.4084
H -1.0495 6.8175 -1.7600
H -1.2648 6.3665 0.6351
H -1.2623 4.0298 1.5102
F 4.9052 -1.9065 -2.8050
C 4.3261 -0.7384 -3.0806
C 3.2874 -0.2567 -2.2990
C 2.7971 0.9944 -2.6264
F 1.8509 1.5470 -1.8372
C 3.2604 1.7413 -3.6904
F 2.7590 2.9414 -3.9572
C 4.2840 1.2173 -4.4669
F 4.7573 1.9093 -5.4873
C 4.8242 -0.0220 -4.1582
F 5.8208 -0.5042 -4.8855
Ge 2.6400 -1.0566 -0.6495
S 0.4750 -1.7161 -0.7036
C 3.4441 -2.7751 -0.2492
C 4.0558 -3.1045 0.9488
F 4.1516 -2.2058 1.9370
C 4.5822 -4.3635 1.1825
F 5.1750 -4.6470 2.3354
C 4.4810 -5.3354 0.1993
F 4.9715 -6.5429 0.4143
C 3.8589 -5.0463 -1.0072
F 3.7618 -5.9777 -1.9451
C 3.3450 -3.7788 -1.2019
F 2.7289 -3.5211 -2.3629
C 3.1118 0.2696 0.6976
C 4.4603 0.5582 0.8325
F 5.3474 -0.0920 0.0685
C 4.9392 1.4873 1.7387
F 6.2356 1.7401 1.8360
C 4.0380 2.1568 2.5549
F 4.4705 3.0457 3.4317
C 2.6825 1.8904 2.4483
F 1.8074 2.5233 3.2305
C 2.2480 0.9600 1.5227
F 0.9216 0.7436 1.4508
F -2.9071 -1.5842 -1.0754
As -4.1473 -0.6044 -1.8747
F -5.3119 -1.1536 -0.7482
F -3.6278 0.6870 -0.8165
F -5.2025 0.4516 -2.6784
F -2.7522 -0.0518 -2.9679
F -4.4208 -1.8944 -2.9510
```

Löwdin atomic charge list, values in e, 2 entries: Au 0.9666; C -0.0231


Entry 2:
The following is a DFT calculation (wB97M-V/def2-TZVPD) of C6H12O in the gas phase.

Summary:
Kohn-Sham gap ... 0.3368 Ha
Relative energy (zero: lowest compared OMol25 entry of this formula, charge and spin) ... 392.0 kJ/mol

The geometry in XYZ format:
```
19
C6H12O wB97M-V/def2-TZVPD
C 2.3474 0.0027 -0.0841
C 0.9774 -0.4458 0.4092
O 1.0411 -1.0060 1.7147
C -0.0139 0.6981 0.6274
C -0.7838 1.1572 -1.0052
C -1.4066 0.4360 0.1862
C -1.9645 -0.9596 -0.0490
H 2.3075 0.3184 -1.1336
H 3.0663 -0.8193 -0.0054
H 2.7118 0.8475 0.5101
H 0.6293 -1.2745 -0.2216
H 1.1752 -0.2594 2.3173
H 0.2062 1.5834 -0.5214
H -0.5438 0.5199 -1.8543
H -1.2619 2.0978 -1.2804
H -2.1380 1.0636 0.7006
H -1.3959 -1.5246 -0.7925
H -2.9993 -0.9028 -0.4013
H -1.9544 -1.5325 0.8834
```

Löwdin atomic charge list, values in e, 2 entries: C -0.0565; C -0.4990


Entry 3:
The following is a DFT calculation (wB97M-V/def2-TZVPD) of a molecular structure, C35H48BN9S3Ti.

Summary:
Kohn-Sham gap (alpha / beta) ... 0.1628 / 0.2046 Ha
Multiplicity ... 3
Net charge ... -2
Expectation value of S² ... 2.005

The geometry in XYZ format:
```
97
C35H48BN9S3Ti wB97M-V/def2-TZVPD
Ti 1.0331 -0.5920 -0.3376
C 3.2657 1.0649 1.7974
N 2.0089 1.3501 1.1016
C 2.2101 2.5181 0.2208
C 0.9248 1.6385 2.0464
C 1.1045 2.6463 2.9791
C 0.1207 3.0214 3.8877
C -1.0866 2.3351 3.8337
C -1.2917 1.3181 2.9171
C -0.2942 0.9066 1.9810
N -0.4676 -0.0660 1.0348
C -1.7265 -0.7177 1.1152
C -2.8276 -0.2322 0.4113
C -4.0716 -0.8371 0.4872
C -4.2421 -1.9735 1.2774
C -3.1485 -2.4750 1.9646
C -1.8936 -1.8612 1.8888
N -0.7609 -2.4013 2.5704
C -0.4157 -3.7668 2.2336
C -0.7136 -2.1190 3.9852
H 3.7149 1.9855 2.1967
H 3.9677 0.6017 1.1046
H 3.0960 0.3647 2.6098
H 3.0669 2.3350 -0.4261
H 1.3309 2.6739 -0.4019
H 2.4103 3.4239 0.8085
H 2.0519 3.1753 2.9873
H 0.2962 3.8127 4.6060
H -1.8890 2.5910 4.5188
H -2.2505 0.8189 2.9092
H -2.6796 0.6403 -0.2111
H -4.9003 -0.4314 -0.0832
H -5.2056 -2.4672 1.3432
H -3.2504 -3.3671 2.5740
H -1.1236 -4.5130 2.6430
H 0.5849 -3.9866 2.6140
H -0.3698 -3.8802 1.1489
H -1.5175 -2.6268 4.5535
H -0.7962 -1.0460 4.1593
H 0.2490 -2.4531 4.3779
C -1.6485 -4.8807 -1.3499
C -2.2280 -3.4677 -1.3893
C -3.6981 -3.4732 -1.8123
C -1.4189 -2.5814 -2.2875
C -0.8421 -2.8807 -3.5391
C -0.2169 -1.7153 -3.9091
N -0.4188 -0.8052 -2.9344
N -1.1799 -1.3318 -1.9394
B -0.1623 0.7159 -3.1002
N 1.3410 1.0384 -2.8173
C 2.0288 1.9000 -3.5696
C 3.3652 1.7343 -3.3062
C 3.4123 0.7109 -2.3376
N 2.1860 0.3077 -2.0188
C 4.7324 0.1164 -1.8920
C 5.6352 1.1916 -1.2692
C 4.6603 -1.1221 -1.0054
N -1.1021 1.5490 -2.1875
C -2.3879 1.8682 -2.4244
C -2.8101 2.7087 -1.4131
C -1.6688 2.8561 -0.5876
N -0.6508 2.1761 -1.0833
C -1.4703 3.6346 0.6859
C -2.7941 3.9012 1.3921
C -0.7130 4.9368 0.4174
H -2.1429 -5.4763 -0.5765
H -1.7960 -5.3901 -2.3093
H -0.5754 -4.8541 -1.1409
H -2.1687 -3.0401 -0.3824
H -3.8004 -3.8988 -2.8174
H -4.2987 -4.0716 -1.1190
H -4.0975 -2.4571 -1.8235
H -0.8214 -3.8279 -4.0540
H 0.3795 -1.4702 -4.7744
H -0.3799 1.0295 -4.2535
H 1.5107 2.5388 -4.2683
H 4.1992 2.2482 -3.7573
H 5.2060 -0.1750 -2.8355
H 5.2329 1.5438 -0.3153
H 6.6273 0.7730 -1.0801
H 5.7495 2.0611 -1.9201
H 3.9399 -1.0240 -0.1923
H 4.3534 -2.0058 -1.5625
H 5.6412 -1.3131 -0.5600
H -2.9186 1.4358 -3.2592
H -3.8003 3.1112 -1.2692
H -0.8540 3.0171 1.3454
H -3.4204 4.5844 0.8075
H -3.3506 2.9734 1.5456
H -2.6183 4.3573 2.3694
H -1.2787 5.5670 -0.2779
H -0.5561 5.4973 1.3451
H 0.2613 4.7283 -0.0292
S 3.0304 -4.7934 0.7706
C 2.3480 -3.2913 0.3764
S 2.2600 -1.9532 1.4473
S 1.6744 -2.9210 -1.1794
```

Löwdin atomic charge list, values in e, 2 entries: Ti 0.5023; C -0.1296


Entry 4:
The following is a DFT calculation (wB97M-V/def2-TZVPD) of 8 unconnected molecules or ions with the total composition C4H22NO9.

Summary:
Kohn-Sham gap ... 0.3136 Ha
Net charge ... -1
Relative energy (zero: lowest compared OMol25 entry of this formula, charge and spin) ... 432.1 kJ/mol

The geometry in XYZ format:
```
36
C4H22NO9 wB97M-V/def2-TZVPD
C -0.6967 0.2033 -0.0757
C -1.7698 -0.3200 -0.9754
C -1.6868 0.4032 -2.2772
O -1.6706 -0.2773 -3.2488
N -1.1839 0.8953 1.2198
C 0.0033 1.1884 2.0885
O 0.9534 1.9068 1.4633
H 0.0307 0.8221 -0.6988
H -0.0635 -0.6739 0.3156
H -2.8627 -0.1733 -0.7084
H -1.7836 -1.5069 -1.1123
H -1.5760 1.4305 -2.1530
H -1.5235 1.8993 0.9448
H -0.3292 1.9101 2.9653
H 0.4430 0.1927 2.3530
H 1.7864 1.9100 -1.9712
H 1.6263 1.1716 -3.2388
O 2.2412 1.7187 -2.7672
H 2.8867 0.9707 -0.1037
H 1.5789 0.8026 0.6027
O 2.1600 0.4187 -0.1433
H 1.2717 3.9249 -0.4960
H 0.6250 2.7966 0.1763
O 0.6096 3.3727 -0.6976
H 2.2489 -2.7940 0.1646
H 2.3638 -1.5569 0.8645
O 2.6111 -2.4601 1.0420
H 1.0433 -1.8376 -1.4633
H 0.5149 -3.0381 -0.5747
O 1.1518 -2.8272 -1.3412
H -2.1812 -0.8873 3.3040
H -2.3427 -0.3495 1.8502
O -2.4999 -1.1158 2.3898
H -0.6005 -2.7778 1.0893
H -2.0597 -2.3576 0.7765
O -1.3199 -2.9851 0.4363
```

Löwdin atomic charge list, values in e, 2 entries: C -0.2249; C -0.1879


Number 1: total energy -8820.145457 hartree, F_max 1.50 eV/A. Number 2: total energy -310.909951 hartree, F_max 0.36 eV/A. Number 3: total energy -3924.379016 hartree, F_max 1.61 eV/A. Number 4: total energy -897.509402 hartree, F_max 5.45 eV/A.